Record 1
A molecular structure, C16H13N2O6Y at a distorted geometry, computed with wB97M-V/def2-TZVPD.

The geometry in XYZ format:
```
38
C16H13N2O6Y wB97M-V/def2-TZVPD
O -1.9606 -3.3789 -0.0769
C -1.5197 -2.3146 -0.1308
Y -0.6532 0.0188 0.1158
O 2.1690 -1.7827 1.3408
C 1.3076 -1.2195 0.8214
C 1.0472 1.5277 -0.6386
O 1.8164 2.3222 -0.9730
C -1.4414 1.3473 -1.8267
O -1.2794 2.2592 -2.5684
C 0.7750 -0.5870 -1.9271
O 1.4834 -0.7534 -2.8212
H -2.4924 0.7992 -1.7200
C 0.1180 1.3334 6.7279
N 0.2511 1.4454 5.2925
N -0.6909 1.0451 4.4052
C -0.1938 1.2021 3.1532
O -0.8294 0.8165 2.0948
C 1.0985 1.7688 3.2837
C 1.3691 1.8155 4.6426
C 2.6003 2.1453 5.4029
C -1.9953 0.6198 4.7931
C -2.7247 1.3252 5.7519
C -3.9812 0.8566 6.1411
C -4.5672 -0.2358 5.5003
C -3.8318 -0.9145 4.5157
C -2.5294 -0.5191 4.1832
H 0.9367 0.7228 7.1365
H -0.8134 0.8489 7.0080
H 0.1206 2.3319 7.1924
H 1.7023 2.0829 2.4479
H 2.4938 3.0641 6.0032
H 2.8931 1.3486 6.1101
H 3.4362 2.2830 4.7049
H -2.2905 2.2015 6.2251
H -4.5004 1.3619 6.9440
H -5.5927 -0.5389 5.7409
H -4.2729 -1.7696 4.0071
H -1.9260 -1.1082 3.4870
```

Summary:
net charge: +2
Kohn-Sham gap (alpha / beta): 0.22333 / 0.22335 Ha
relative energy (zero: lowest compared OMol25 entry of this formula, charge and spin): 0.0 kcal/mol
LUMO energy (alpha / beta): -0.3115 / -0.3115 Ha
F_max: 5.72 eV Å⁻¹
E_tot: -1216.1752 Ha

---

Record 2
A molecular structure, C16H13N2O9PtS2, computed with wB97M-V/def2-TZVPD.

The geometry in XYZ format:
```
43
C16H13N2O9PtS2 wB97M-V/def2-TZVPD
Pt 0.2416 0.8120 0.7310
O 0.4107 2.6868 4.6550
C 0.5444 2.4291 3.3755
O -0.3251 1.8789 2.7166
C 1.8495 2.9452 2.8276
O 2.0321 2.4663 1.5152
C 3.3358 2.4569 1.0717
C 3.0649 -0.7702 1.6391
O 4.0432 -1.1102 1.1451
O 2.0646 -0.4432 2.1511
H -0.4574 2.3826 4.9665
H 1.7866 4.0395 2.8386
H 2.6672 2.6433 3.4854
H 3.4424 2.0774 0.0693
H 4.0188 3.1569 1.5295
O -1.2476 -0.5282 1.4850
N -2.4880 -0.2037 1.2010
C -3.4563 -0.8819 1.8565
C -4.7780 -0.6464 1.5828
C -5.1298 0.3011 0.6191
C -4.1356 0.9884 -0.0322
C -2.7891 0.7434 0.2647
S -1.5260 1.6020 -0.5177
H -3.0883 -1.6003 2.5727
H -5.5274 -1.2086 2.1203
H -6.1683 0.4934 0.3909
H -4.3571 1.7336 -0.7831
O 1.9577 0.2482 -5.1004
S 2.5281 -0.5508 -4.0631
O 3.7692 -1.2251 -4.2652
N 2.6073 0.3560 -2.6678
C 1.8037 -0.1070 -1.7856
O 1.7142 0.4612 -0.6080
C 1.0061 -1.3184 -2.1469
C 0.1090 -2.0650 -1.4016
C -0.4762 -3.1757 -2.0012
C -0.1679 -3.5299 -3.3099
C 0.7437 -2.7873 -4.0535
C 1.3127 -1.6923 -3.4422
H -0.1301 -1.8142 -0.3757
H -1.1735 -3.7817 -1.4376
H -0.6346 -4.4001 -3.7514
H 1.0028 -3.0621 -5.0668
```

Summary:
net charge: +1
Kohn-Sham gap (alpha / beta): 0.27128 / 0.18270 Ha
relative energy (zero: lowest compared OMol25 entry of this formula, charge and spin): 0.0 kcal/mol
LUMO energy (alpha / beta): -0.1397 / -0.2490 Ha
spin multiplicity: 5
F_max: 0.50 eV Å⁻¹
<S²>: 6.037
E_tot: -2319.4647 Ha

---

Record 3
A molecular structure, C16H14AlN6OS2Se2, computed with wB97M-V/def2-TZVPD.

The geometry in XYZ format:
```
42
C16H14AlN6OS2Se2 wB97M-V/def2-TZVPD
Al 0.0178 -0.2572 -0.0843
Se 2.9224 -0.1253 1.7881
Se 1.7093 -2.0072 2.3722
C -0.0097 -1.2237 2.7295
C -0.6360 -1.5663 3.9125
C -1.9150 -1.0877 4.1529
C -2.5076 -0.2430 3.2294
C -1.8053 0.0751 2.0866
N -0.5860 -0.4254 1.8266
C 3.0135 -0.3718 -0.1176
C 4.2563 -0.5266 -0.7006
C 4.3331 -0.6858 -2.0786
C 3.1686 -0.7095 -2.8220
C 1.9605 -0.5663 -2.1680
N 1.8837 -0.3757 -0.8424
H -0.1256 -2.1905 4.6323
H -2.4354 -1.3620 5.0612
H -3.4990 0.1580 3.3818
H -2.2289 0.7163 1.3254
H 5.1415 -0.5469 -0.0815
H 5.2948 -0.8120 -2.5582
H 3.1820 -0.8502 -3.8931
H 1.0154 -0.5992 -2.6964
S -1.5725 -0.1256 -1.6617
C -1.5818 -1.8859 -1.5600
S -0.3772 -2.5297 -0.4821
C -2.4551 -2.6354 -2.2784
C -3.4072 -2.0058 -3.1495
N -4.1605 -1.4993 -3.8554
C -2.4459 -4.0675 -2.1742
N -2.4157 -5.2126 -2.0777
C -2.0218 3.2422 -0.3519
N -0.6232 3.6323 -0.1981
C 0.3873 2.7982 0.0433
N 1.6282 3.3034 0.1451
O 0.2228 1.5588 0.1963
H -2.4399 3.7407 -1.2227
H -2.5942 3.5209 0.5322
H -2.0924 2.1722 -0.5075
H -0.4044 4.6114 -0.2881
H 1.8284 4.2807 0.0269
H 2.3745 2.6839 0.4078
```

Summary:
net charge: +1
Kohn-Sham gap: 0.23727 Ha
LUMO energy: -0.1522 Ha
F_max: 0.40 eV Å⁻¹
E_tot: -6863.5356 Ha

---

Record 4
A molecular structure, C16H14BClLuO2 at a distorted geometry, computed with wB97M-V/def2-TZVPD.

The geometry in XYZ format:
```
35
C16H14BClLuO2 wB97M-V/def2-TZVPD
C 0.7346 1.0705 -2.8720
C 0.4970 -0.0789 -3.7182
C 1.4379 -1.0995 -3.3300
H -0.2779 -0.1670 -4.4852
C 2.2184 -0.6053 -2.2349
C 1.7758 0.7389 -1.9453
H 2.2175 1.4152 -1.2129
H 0.2174 2.0238 -2.9418
H 1.5023 -2.0952 -3.7678
H 3.0008 -1.1498 -1.6995
Lu -0.1316 -0.6687 -1.5374
Cl -2.0192 0.9437 -1.3209
C -1.5822 -2.2010 -0.2472
C -0.2746 -2.7902 -0.1506
C 0.1113 -3.2210 -1.4547
H 0.2917 -2.9305 0.7703
C -0.9444 -2.8672 -2.3769
C -1.9909 -2.2430 -1.6291
H -2.9144 -1.8477 -2.0454
H -2.1487 -1.7656 0.5769
H 1.0433 -3.7205 -1.7155
H -0.9518 -3.0337 -3.4558
O 0.3056 1.8680 0.9219
B 0.1831 0.4345 0.7963
O -0.0536 -0.0945 2.1168
C -0.1181 0.9679 2.9385
C -0.3469 0.9669 4.2961
C -0.4033 2.2342 4.9080
C -0.2385 3.4147 4.1767
C -0.0004 3.3959 2.7891
C 0.0656 2.1507 2.2101
H -0.4693 0.0273 4.8110
H -0.5810 2.2687 5.9885
H -0.2875 4.3900 4.6711
H 0.1320 4.2683 2.1700
```

Summary:
net charge: -1
Kohn-Sham gap: 0.26152 Ha
relative energy (zero: lowest compared OMol25 entry of this formula, charge and spin): 0.0 kcal/mol
LUMO energy: 0.1138 Ha
F_max: 3.39 eV Å⁻¹
E_tot: -2489.3532 Ha

---

Record 5
A molecular structure, C16H14BF5N6OZn at a distorted geometry, computed with wB97M-V/def2-TZVPD.

The geometry in XYZ format:
```
44
C16H14BF5N6OZn wB97M-V/def2-TZVPD
H -1.1969 0.3300 2.4817
N -1.4675 -0.1905 0.4457
B -2.3841 -0.5669 -1.8789
N -2.5728 -0.2203 -0.3726
C -3.6745 0.1405 0.3159
Zn 0.6379 -1.0527 -0.4235
H -4.6373 0.1588 -0.1725
C -3.2795 0.4156 1.6253
H -3.8984 0.7112 2.4478
C -1.8812 0.2096 1.6513
H -3.4102 -0.5949 -2.4877
C 2.4172 -0.9105 -0.7786
H 2.8729 -0.9917 0.3247
H 2.7949 -0.1414 -1.4821
H 2.4874 -2.0769 -0.9947
N -1.6518 -1.9448 -1.8752
N -1.3386 0.4276 -2.4139
N -0.4558 -2.1088 -1.2186
N -0.0944 0.5222 -1.7859
C -1.9945 -3.1327 -2.3468
C -1.4815 1.3987 -3.3354
H -2.8945 -3.2267 -2.9073
H -2.3950 1.4555 -3.9204
C -1.0337 -4.0506 -1.9962
C -0.3236 2.1632 -3.3336
C -0.0800 -3.4206 -1.2812
C 0.5004 1.5994 -2.3362
H -1.0176 -5.0957 -2.2326
H -0.1123 3.0094 -3.9694
H 0.8411 -3.7329 -0.7748
H 1.4653 1.9559 -2.0048
H 0.5126 -2.0370 1.1767
F 3.5923 2.4993 5.3224
C 3.0186 2.1238 4.1669
C 2.3134 0.9224 4.1017
F 2.2028 0.1327 5.1917
C 1.7095 0.5466 2.9265
F 0.9903 -0.6004 2.9561
C 1.7053 1.3801 1.7554
O 1.0464 1.1106 0.7151
C 2.5181 2.5654 1.8537
F 2.6414 3.3284 0.7512
C 3.1372 2.9279 3.0272
F 3.8707 4.0613 3.0861
```

Summary:
Kohn-Sham gap (alpha / beta): 0.25795 / 0.19921 Ha
relative energy (zero: lowest compared OMol25 entry of this formula, charge and spin): 77.5 kcal/mol
LUMO energy (alpha / beta): -0.0579 / -0.1087 Ha
F_max: 6.03 eV Å⁻¹
E_tot: -3325.1986 Ha

---

Record 6
A molecular structure, C16H14BF5N6Pt at a distorted geometry, computed with wB97M-V/def2-TZVPD.

The geometry in XYZ format:
```
43
C16H14BF5N6Pt wB97M-V/def2-TZVPD
C 0.0652 -1.7371 2.2703
N 0.0907 -1.4900 0.9294
N 1.3155 -1.8887 0.4466
C 2.0237 -2.3937 1.4708
C 1.2882 -2.3081 2.6363
B 1.6870 -1.5950 -1.0361
N 0.4432 -1.9896 -1.8836
N -0.8337 -1.5594 -1.6110
C -1.6696 -2.1236 -2.5398
C -0.8916 -2.8717 -3.4260
C 0.4201 -2.7467 -2.9903
Pt -1.0512 -0.1231 -0.1642
N 1.9097 -0.0693 -1.3410
N 0.9468 0.8891 -1.2090
C 1.5176 2.0830 -1.5160
C 2.8612 1.8667 -1.9246
C 3.0518 0.4864 -1.8198
H 1.0355 3.0440 -1.4439
H 3.8999 -0.1258 -2.0527
H 3.5699 2.6017 -2.2163
H 2.6360 -2.2384 -1.3821
H 1.3175 -3.1559 -3.4033
H 3.0225 -2.7496 1.3084
H -1.2357 -3.4223 -4.2726
H 1.5555 -2.5472 3.6527
H -2.7324 -1.9551 -2.6037
H -0.7287 -1.3896 2.8900
H -1.5803 1.0643 -1.4316
C -2.7206 0.9059 -1.4207
H -2.9967 0.5333 -2.4172
H -3.0559 0.1304 -0.6871
H -3.1475 1.8795 -1.1352
F 1.2536 1.0966 1.6175
C 0.0395 1.5035 2.1182
C -1.1256 1.1857 1.4203
C -2.2753 1.8235 1.9103
F -3.5145 1.6489 1.3565
C -2.2397 2.7364 2.9801
F -3.3555 3.4392 3.2600
C -1.0693 2.9780 3.6973
F -1.0313 3.8644 4.7177
C 0.0772 2.2978 3.2749
F 1.2270 2.4216 3.9706
```

Summary:
net charge: +2
Kohn-Sham gap (alpha / beta): 0.29165 / 0.15208 Ha
relative energy (zero: lowest compared OMol25 entry of this formula, charge and spin): 0.0 kcal/mol
LUMO energy (alpha / beta): -0.2768 / -0.4151 Ha
spin multiplicity: 3
F_max: 3.54 eV Å⁻¹
<S²>: 2.025
E_tot: -1589.4342 Ha